No. 1
54
Properties=species:S:1:pos:R:3:mulliken_charge:R:1 method="wB97M-V/def2-TZVPD" homo_lumo_gap_ev="8.34 / 5.74" total_energy_ha=-1348.6352 total_charge=+2 e_homo_ev="-15.423 / -14.202" spin_multiplicity=1
Tl -1.901 -0.693 -3.400 0.8345
C 2.134 2.474 2.516 -1.4906
C 1.274 3.032 1.398 1.5870
C -0.076 3.296 2.159 -1.6192
C 1.872 4.344 0.796 -1.8254
P 0.945 1.694 0.181 -0.1740
C 0.131 0.395 1.051 0.8497
C 0.909 -0.457 1.823 -0.4296
C 0.284 -1.498 2.504 -0.8526
C -1.082 -1.609 2.471 -0.4841
C -1.879 -0.677 1.807 -0.8813
C -1.266 0.299 1.020 -0.4350
C 2.329 1.141 -0.943 1.7939
C 3.651 0.572 -0.350 -1.5367
C 1.698 -0.022 -1.815 -2.0294
C 2.581 2.370 -1.921 -1.6065
H 2.314 3.377 3.160 0.5058
H 3.141 2.124 2.164 0.2430
H 1.590 1.655 3.079 0.4281
H 0.128 4.127 2.900 0.4419
H -0.376 2.455 2.769 0.4361
H -0.829 3.557 1.414 0.4190
H 1.945 5.092 1.609 0.4370
H 1.361 4.727 -0.045 0.4776
H 2.926 4.252 0.475 0.4017
H 1.943 -0.449 1.914 0.5982
H 0.965 -2.110 3.074 0.4923
H -1.589 -2.423 3.040 0.4247
H -2.952 -0.781 1.802 0.5323
H -1.868 1.056 0.510 0.5519
H 3.525 -0.342 0.256 0.2939
H 4.234 1.323 0.195 0.3957
H 4.266 0.212 -1.198 0.4725
H 1.617 -0.915 -1.286 0.5615
H 2.305 -0.198 -2.717 0.5380
H 0.697 0.319 -2.021 0.2646
H 3.080 3.209 -1.376 0.3216
H 1.695 2.616 -2.494 0.4063
H 3.311 2.065 -2.703 0.4766
C -5.244 -2.243 -2.269 -1.0136
C -4.072 -3.025 -1.712 0.4353
C -3.949 -4.046 -0.678 -0.6799
C -2.657 -4.376 -0.568 -0.5914
C -1.954 -3.520 -1.558 0.7992
C -0.463 -3.510 -1.814 -1.0201
N -2.812 -2.733 -2.193 -0.4849
H -4.905 -1.276 -2.613 0.2006
H -6.085 -2.029 -1.602 0.3550
H -5.643 -2.772 -3.165 0.2804
H -4.785 -4.516 -0.265 0.5541
H -2.215 -5.034 0.127 0.5331
H -0.185 -4.417 -2.310 0.3778
H 0.052 -3.461 -0.845 0.2702
H -0.115 -2.650 -2.353 0.1630

No. 2
40
Properties=species:S:1:pos:R:3:mulliken_charge:R:1 method="wB97M-V/def2-TZVPD" homo_lumo_gap_ev=6.25 total_energy_ha=-2645.3765 de_lowest_ev=1.006 total_charge=-2 e_homo_ev=-2.238 spin_multiplicity=1
K 0.069 0.455 0.028 0.8682
O 4.464 0.957 -0.104 -0.6703
C 5.047 -0.239 -0.058 -0.0460
C 6.444 -0.296 -0.050 -0.6516
C 7.101 -1.506 0.006 -0.3033
C 6.378 -2.689 0.063 -0.7217
C 4.994 -2.651 0.046 -0.0875
C 4.311 -1.443 -0.023 0.2818
C 2.823 -1.355 -0.076 0.5492
O 2.268 -0.220 -0.066 -0.8232
N 2.182 -2.505 -0.135 -0.3096
N 0.827 -2.368 -0.228 -0.0890
C 0.175 -3.437 -0.162 0.0753
S -1.555 -3.547 -0.250 -0.0300
C -1.508 -5.376 -0.615 -0.5869
C -0.432 -5.996 0.240 -0.5240
S 1.085 -4.997 0.030 -0.1267
H 3.464 0.762 -0.091 0.3305
H 6.985 0.641 -0.086 0.3995
H 8.186 -1.524 0.009 0.3356
H 6.901 -3.634 0.118 0.3629
H 4.416 -3.562 0.085 0.4450
H -1.294 -5.515 -1.676 0.2740
H -2.494 -5.787 -0.388 0.3412
H -0.195 -7.020 -0.054 0.3232
H -0.708 -5.971 1.297 0.2630
O 0.026 4.852 -0.019 -0.7071
C -0.206 3.642 0.022 0.4049
O 0.601 2.695 0.098 -0.6115
C -1.714 3.189 -0.015 0.5859
O -2.677 3.933 0.036 -0.6597
O -1.791 1.877 -0.100 -0.4045
N -4.296 -1.945 0.303 -0.5715
C -3.341 -0.883 0.171 0.4859
N -3.806 0.317 0.009 -0.6739
O -2.127 -1.171 0.265 -0.6758
H -5.094 -1.849 -0.313 0.2029
H -3.868 -2.858 0.227 0.1911
H -4.818 0.356 -0.008 0.0496
H -2.747 1.450 -0.048 0.5041

No. 3
96
Properties=species:S:1:pos:R:3:mulliken_charge:R:1 method="wB97M-V/def2-TZVPD" homo_lumo_gap_ev=3.38 total_energy_ha=-2995.0662 de_lowest_ev=0.000 total_charge=-2 e_homo_ev=-0.028 spin_multiplicity=1
C 2.048 5.342 1.966 -0.5988
C 2.032 4.276 1.147 -0.3652
Ta 3.482 3.767 -0.486 -0.3510
I 4.938 6.222 0.205 -0.4636
C 2.349 1.802 -0.668 -0.5980
C 2.728 0.835 -1.797 -0.7899
C 4.007 0.032 -1.598 -0.2594
C 3.961 -1.088 -0.551 0.0908
C 2.654 -1.861 -0.444 -0.3251
C 2.708 -2.943 0.664 -0.4520
C 2.274 -4.353 0.216 -0.9298
C 1.136 -4.896 1.093 -1.1571
C -0.217 -4.303 0.660 -0.0453
C -1.065 -5.252 -0.190 -0.8690
C -1.989 -4.507 -1.156 -0.9823
C -2.813 -3.419 -0.464 -0.4782
C -4.100 -3.080 -1.206 -0.7493
C -4.934 -2.020 -0.474 -0.7072
C -5.636 -1.048 -1.424 -0.6879
C -6.346 0.092 -0.682 -0.8163
C -7.865 -0.075 -0.684 -0.5741
C -8.562 0.882 0.272 -0.6753
C -10.096 0.783 0.251 -0.3377
C -10.676 0.759 1.663 -1.3452
C 5.017 2.602 0.865 -0.2596
C 4.835 2.905 2.361 -1.1522
C 3.770 2.103 3.091 -0.4983
C 4.205 0.663 3.332 -0.5705
S 2.854 -0.389 3.775 1.1361
O 1.888 -0.446 2.724 -0.4742
O 3.338 -1.610 4.352 -0.6396
Cl 1.989 0.652 5.332 -0.3105
C 2.053 4.689 -2.045 0.6486
O 2.594 5.600 -2.703 -0.6289
O 0.877 4.296 -2.096 -0.7197
P 4.933 3.457 -2.469 0.7660
C 4.373 3.506 -4.210 -1.2865
C 6.678 2.864 -2.389 -1.2169
H 2.221 6.349 1.614 0.2558
H 1.859 5.227 3.038 0.1984
H 1.251 3.527 1.324 0.2661
H 2.457 1.283 0.298 -0.1266
H 1.303 2.104 -0.753 0.6562
H 2.800 1.407 -2.722 0.1845
H 1.894 0.136 -1.955 0.5190
H 4.774 0.746 -1.291 -0.3077
H 4.331 -0.380 -2.558 0.4313
H 4.245 -0.730 0.441 -0.5819
H 4.730 -1.819 -0.832 0.3994
H 2.396 -2.343 -1.388 0.3361
H 1.859 -1.170 -0.164 0.2269
H 2.121 -2.617 1.517 0.1570
H 3.746 -3.011 1.000 0.4986
H 3.106 -5.056 0.278 0.4187
H 1.917 -4.322 -0.816 0.3874
H 1.122 -5.989 1.088 0.4575
H 1.321 -4.581 2.121 0.4526
H -0.767 -3.925 1.520 0.4501
H 0.012 -3.426 0.046 0.0096
H -0.389 -5.895 -0.758 0.3740
H -1.665 -5.875 0.480 0.3126
H -2.651 -5.231 -1.636 0.4554
H -1.335 -4.048 -1.900 0.3384
H -2.211 -2.510 -0.449 0.3669
H -3.035 -3.707 0.566 0.3309
H -3.835 -2.658 -2.178 0.2850
H -4.700 -3.975 -1.382 0.4213
H -4.288 -1.448 0.196 0.4151
H -5.691 -2.502 0.151 0.2022
H -4.888 -0.673 -2.121 0.4927
H -6.385 -1.623 -1.977 0.2823
H -6.113 1.043 -1.162 0.3586
H -6.010 0.143 0.355 0.4264
H -8.093 -1.106 -0.395 0.3393
H -8.250 0.068 -1.697 0.2638
H -8.240 1.903 0.066 0.3233
H -8.213 0.653 1.283 0.3162
H -10.488 1.663 -0.259 0.2753
H -10.412 -0.105 -0.298 0.3514
H -11.764 0.715 1.670 0.3846
H -10.258 -0.076 2.224 0.3585
H -10.381 1.673 2.180 0.3138
H 6.036 2.862 0.566 0.3856
H 4.924 1.520 0.704 -0.2561
H 4.674 3.971 2.520 0.4016
H 5.789 2.684 2.870 0.4526
H 2.799 2.125 2.593 0.3758
H 3.610 2.565 4.066 0.4892
H 4.602 0.215 2.420 0.0516
H 4.896 0.583 4.168 0.4400
H 4.356 4.532 -4.579 0.3567
H 4.996 2.919 -4.891 0.3419
H 3.353 3.135 -4.280 0.3404
H 6.812 2.146 -1.582 0.3010
H 6.955 2.372 -3.325 0.3595
H 7.375 3.691 -2.246 0.3563

No. 4
14
Properties=species:S:1:pos:R:3:mulliken_charge:R:1 method="wB97M-V/def2-TZVPD" homo_lumo_gap_ev=10.01 smiles="C=CO.CN" total_energy_ha=-249.6339 de_lowest_ev=2.171 e_homo_ev=-9.090 spin_multiplicity=1
C -0.004 2.507 2.671 -0.6755
N -0.620 3.814 2.677 -0.5551
H 0.874 2.466 1.990 0.2586
H 0.268 2.079 3.622 0.2796
H -0.612 1.864 2.019 0.2610
H -0.825 4.199 1.756 0.2145
H -0.019 4.545 3.063 0.2170
C -0.686 -2.949 -2.860 -0.7532
C 0.384 -2.808 -2.090 0.1626
O 1.590 -3.477 -2.321 -0.4598
H -1.593 -2.532 -2.444 0.2252
H -0.654 -3.468 -3.806 0.2291
H 0.471 -2.340 -1.121 0.3324
H 1.425 -3.900 -3.156 0.2636

No. 5
86
Properties=species:S:1:pos:R:3:mulliken_spin:R:1 method="wB97M-V/def2-TZVPD" homo_lumo_gap_ev="7.88 / 7.92" total_energy_ha=-3585.2301 de_lowest_ev=0.000 total_charge=+1 e_homo_ev="-10.160 / -10.193" spin_multiplicity=3
Pr -0.116 -0.468 -0.300 1.9857
C -0.836 0.076 4.199 -0.0003
N -0.363 -1.147 3.571 0.0007
C -1.387 -2.190 3.696 0.0003
C -2.127 -2.356 2.374 0.0013
C -1.281 -3.183 1.403 0.0048
N -1.271 -2.695 0.015 -0.0015
C -1.989 -3.355 -0.819 0.0013
C -2.229 -3.085 -2.220 0.0007
C -2.984 -4.037 -2.924 -0.0011
C -3.296 -3.869 -4.252 0.0003
C -2.848 -2.710 -4.895 -0.0002
C -2.113 -1.755 -4.224 0.0011
C -1.783 -1.918 -2.869 0.0019
O -1.095 -0.999 -2.228 0.0017
C 0.959 -1.543 4.033 -0.0001
C 2.067 -0.527 3.765 -0.0001
C 2.386 -0.168 2.312 0.0007
N 1.250 0.468 1.625 -0.0047
C 1.073 1.702 1.924 -0.0137
C -0.123 2.505 1.730 0.0154
C -0.027 3.866 2.064 0.0021
C -1.130 4.685 2.074 0.0003
C -2.380 4.119 1.794 -0.0002
C -2.505 2.782 1.484 -0.0013
C -1.381 1.945 1.404 -0.0050
O -1.513 0.690 1.030 0.0062
H -0.906 -0.025 5.294 0.0000
H -1.825 0.320 3.811 0.0000
H -0.190 0.921 3.976 0.0000
H -2.096 -1.930 4.488 0.0000
H -0.923 -3.132 4.008 -0.0001
H -2.325 -1.357 1.978 -0.0009
H -3.098 -2.838 2.518 0.0000
H -1.636 -4.218 1.432 -0.0005
H -0.253 -3.179 1.765 -0.0035
H -2.509 -4.243 -0.443 0.0000
H -3.325 -4.921 -2.395 -0.0001
H -3.876 -4.609 -4.784 0.0000
H -3.083 -2.555 -5.941 0.0000
H -1.773 -0.861 -4.729 0.0003
H 1.216 -2.486 3.541 -0.0001
H 0.962 -1.755 5.116 -0.0001
H 2.981 -0.941 4.199 0.0000
H 1.874 0.397 4.317 0.0001
H 2.686 -1.063 1.768 0.0009
H 3.247 0.510 2.308 0.0007
H 1.869 2.217 2.480 0.0003
H 0.949 4.266 2.324 -0.0001
H -1.041 5.733 2.323 0.0001
H -3.267 4.740 1.822 0.0000
H -3.473 2.345 1.269 0.0001
C 1.954 -4.080 0.810 -0.0002
C 2.740 -2.984 0.165 0.0025
N 2.233 -2.035 -0.583 0.0030
C 3.246 -1.246 -1.116 0.0050
C 4.492 -1.538 -0.669 0.0007
S 4.436 -2.914 0.331 -0.0001
C 2.942 -0.347 -2.241 -0.0037
C 3.817 -0.074 -3.239 0.0001
S 3.023 0.788 -4.469 -0.0002
C 1.556 0.733 -3.591 -0.0008
N 1.659 0.134 -2.431 0.0019
C 0.319 1.321 -4.189 0.0001
H 1.010 -4.202 0.286 0.0006
H 1.759 -3.866 1.862 -0.0005
H 2.502 -5.020 0.762 0.0000
H 5.421 -1.061 -0.935 0.0000
H 4.838 -0.404 -3.337 0.0000
H 0.339 1.211 -5.273 0.0000
H 0.241 2.385 -3.958 0.0000
H -0.547 0.802 -3.789 0.0006
S -2.561 3.544 -2.144 -0.0001
C -2.064 1.958 -1.748 0.0023
N -0.820 1.799 -1.428 -0.0070
C -0.151 3.027 -1.481 0.0006
C 1.206 3.236 -1.217 0.0018
C 1.712 4.512 -1.316 0.0001
C 0.890 5.593 -1.678 0.0000
C -0.446 5.402 -1.949 0.0000
C -0.955 4.104 -1.847 -0.0005
H -2.771 1.139 -1.772 -0.0005
H 1.846 2.408 -0.939 0.0008
H 2.760 4.688 -1.111 0.0000
H 1.313 6.586 -1.750 0.0000
H -1.081 6.233 -2.229 0.0000

No. 6
21
Properties=species:S:1:pos:R:3:mulliken_charge:R:1 method="wB97M-V/def2-TZVPD" homo_lumo_gap_ev=10.97 total_energy_ha=-419.9778 de_lowest_ev=1.296 total_charge=+1 e_homo_ev=-14.028 spin_multiplicity=1
C 0.272 0.340 -2.716 -1.2983
C 0.293 0.356 -1.187 0.2208
C -0.755 -0.474 -0.366 -1.1174
C -0.827 -0.298 1.115 0.8528
N -1.161 -1.401 1.797 -0.4119
O -0.566 0.762 1.668 -0.7314
N 0.282 1.872 -0.721 -0.3495
H 1.209 0.847 -3.019 0.3964
H -0.516 0.967 -3.192 0.3351
H 0.311 -0.624 -3.195 0.3760
H 1.226 0.066 -0.774 0.2753
H -1.729 -0.326 -0.874 0.3939
H -0.596 -1.531 -0.376 0.4563
H -1.778 -2.073 1.315 0.2347
H -1.225 -1.395 2.830 0.2874
H -0.417 2.455 -1.259 0.3780
H 1.237 2.351 -0.839 0.3949
H -0.030 1.873 0.301 0.3344
H 2.685 -0.848 0.885 0.2558
H 1.670 -1.905 1.152 0.2773
O 1.841 -1.098 0.637 -0.5606

No. 7
128
Properties=species:S:1:pos:R:3:mulliken_charge:R:1 method="wB97M-V/def2-TZVPD" homo_lumo_gap_ev=6.48 smiles="C#CCc1c(C[C@@H](C)I)c(NCC)c2nc(N(C)C(C)=O)c(N(C(C)=O)C(C)=O)nc2c1CCCCCCCCOC.CC(C)=O.CC(C)=O.CC(C)=O.CC(C)=O" total_energy_ha=-2890.9217 e_homo_ev=-7.833 spin_multiplicity=1
C -3.620 1.493 -4.164 -0.5383
C -2.517 1.169 -3.316 -0.2272
C -1.124 0.726 -2.507 -0.1768
C -1.044 -0.908 -2.247 0.4226
C -1.050 -1.857 -3.597 0.4677
C -1.099 -1.326 -5.148 -0.7610
C 0.186 -0.419 -5.612 -0.5253
C 1.560 -1.153 -5.078 -0.4596
I 0.205 -0.227 -7.834 -0.0147
C -1.021 -3.498 -3.321 -0.7113
N -1.023 -4.471 -4.502 -0.3211
C 0.428 -4.989 -4.571 -0.0559
C 0.646 -5.444 -6.158 -1.0005
C -0.954 -4.158 -1.791 0.3136
N -0.949 -5.654 -1.702 -0.4694
C -0.839 -6.177 -0.294 -0.6364
N -0.792 -7.707 -0.157 0.1729
C -1.933 -8.236 0.675 -0.7381
C 0.562 -8.193 0.292 0.5657
C 1.601 -8.687 -0.922 -0.8741
O 1.011 -8.298 1.544 -0.4710
C -0.746 -5.164 0.979 0.1246
N -0.590 -5.816 2.369 0.6693
C -1.875 -5.689 3.173 0.5015
C -2.032 -6.212 4.743 -0.9635
O -2.984 -5.090 2.661 -0.5423
C 0.500 -5.131 3.165 0.4721
C 0.346 -3.759 4.054 -0.5462
O 1.746 -5.673 3.113 -0.5551
N -0.793 -3.660 0.974 -0.0432
C -0.897 -3.226 -0.460 0.2043
C -0.963 -1.574 -0.717 -0.2101
C -0.956 -0.562 0.612 -0.6382
C -2.564 -0.216 0.883 -0.4697
C -2.970 -0.401 2.495 -0.4513
C -4.090 0.739 2.877 -0.7064
C -3.398 2.228 2.894 -0.1553
C -3.322 2.879 4.428 -0.4574
C -3.156 4.508 4.211 -0.7125
C -1.709 4.918 3.501 0.3228
O -0.770 5.276 4.588 -0.3794
C 0.363 4.328 4.642 -0.2340
H -4.345 1.618 -5.103 0.3358
H -1.133 1.290 -1.469 0.2175
H -0.149 1.024 -3.082 0.2806
H -2.076 -0.679 -5.370 0.2550
H -1.165 -2.237 -5.914 0.4019
H 0.085 0.706 -5.228 0.3986
H 1.639 -0.888 -3.918 0.1938
H 1.429 -2.301 -5.281 -0.0089
H 2.548 -0.758 -5.566 0.3877
H -1.573 -5.321 -4.248 0.4351
H 0.506 -5.942 -3.886 0.1843
H 1.214 -4.197 -4.217 0.2486
H 0.129 -6.510 -6.242 0.2911
H 0.039 -4.633 -6.790 0.2565
H 1.776 -5.449 -6.470 0.2696
H -2.324 -9.282 0.253 0.2814
H -1.581 -8.476 1.786 0.2706
H -2.888 -7.532 0.670 0.2766
H 2.037 -9.761 -0.740 0.3556
H 2.463 -7.919 -1.121 0.2038
H 0.984 -8.753 -1.941 0.2484
H -3.162 -6.321 5.072 0.3320
H -1.499 -7.264 4.909 0.2866
H -1.537 -5.481 5.526 0.2527
H -0.640 -3.684 4.683 0.2109
H 1.242 -3.568 4.802 0.3233
H 0.326 -2.851 3.297 -0.0318
H -0.338 0.417 0.401 0.3762
H -0.551 -1.086 1.583 -0.0976
H -3.289 -0.960 0.307 0.3418
H -2.860 0.867 0.484 0.2641
H -3.448 -1.469 2.674 0.2443
H -1.996 -0.342 3.172 0.2531
H -4.605 0.516 3.929 0.3570
H -4.929 0.775 2.034 0.2402
H -3.935 2.972 2.132 0.2882
H -2.287 2.138 2.520 -0.0636
H -2.345 2.412 4.908 0.0737
H -4.311 2.568 4.974 0.3961
H -3.291 5.035 5.252 0.2984
H -4.037 4.847 3.493 0.3097
H -1.230 4.021 2.922 0.0450
H -1.917 5.816 2.768 -0.1234
H 0.083 3.308 5.175 0.1894
H 0.846 4.092 3.594 0.2532
H 1.213 4.871 5.270 -0.0498
C -0.654 8.000 1.088 -0.7890
C -0.708 6.948 0.013 0.8880
O -0.984 5.778 0.277 -0.5201
C -0.412 7.381 -1.398 -1.0671
H -0.890 7.543 2.055 0.1937
H 0.350 8.428 1.139 0.2362
H -1.391 8.781 0.881 0.3018
H 0.603 7.781 -1.458 0.2639
H -1.137 8.134 -1.716 0.3027
H -0.488 6.517 -2.067 0.3100
C 4.956 -7.365 -4.443 -1.0323
C 3.854 -7.604 -5.441 0.8618
O 3.421 -6.693 -6.145 -0.5673
C 3.303 -9.001 -5.545 -1.0402
H 5.255 -6.312 -4.478 0.2942
H 4.600 -7.595 -3.436 0.2236
H 5.822 -7.984 -4.691 0.3534
H 2.874 -9.303 -4.587 0.2269
H 4.096 -9.692 -5.843 0.3641
H 2.515 -9.024 -6.305 0.2867
C 1.762 11.917 -0.580 -1.0641
C 1.708 10.864 -1.655 0.7591
O 1.432 9.695 -1.391 -0.5085
C 2.005 11.298 -3.066 -1.0983
H 1.527 11.460 0.387 0.2437
H 2.767 12.345 -0.529 0.3375
H 1.026 12.697 -0.787 0.3335
H 3.020 11.698 -3.126 0.3308
H 1.279 12.051 -3.383 0.3301
H 1.929 10.434 -3.734 0.2866
C 3.876 8.147 5.636 -1.0990
C 3.829 6.662 5.881 0.8961
O 3.471 5.881 5.001 -0.5557
C 4.238 6.171 7.244 -1.1372
H 3.555 8.356 4.610 0.2742
H 3.200 8.659 6.325 0.3196
H 4.898 8.512 5.763 0.3383
H 3.577 6.595 8.005 0.3164
H 5.276 6.448 7.443 0.3704
H 4.154 5.079 7.276 0.2901

No. 8
29
Properties=species:S:1:pos:R:3:mulliken_charge:R:1 method="wB97M-V/def2-TZVPD" homo_lumo_gap_ev=7.46 total_energy_ha=-714.5239 de_lowest_ev=1.920 e_homo_ev=-7.052 spin_multiplicity=1
C 1.775 2.265 -2.078 -0.5709
C -0.426 1.620 2.362 -0.7982
C 0.741 2.153 -1.256 -0.2366
C 0.395 0.828 1.688 -0.0808
C -4.415 -0.503 -0.167 -1.1877
C 3.091 -2.277 -0.237 -1.2239
C -2.908 -0.390 0.118 -0.1552
C 1.623 -1.912 -0.038 -0.3057
N -2.297 0.567 -0.759 -0.6480
N 1.318 -0.670 -0.710 -0.0134
Si 0.397 0.668 -0.173 0.1227
H 1.915 3.125 -2.714 0.2642
H 2.538 1.507 -2.147 0.2591
H -0.408 1.685 3.441 0.2669
H -1.157 2.228 1.859 0.2745
H 0.004 2.942 -1.231 0.3255
H 1.100 0.219 2.245 0.3269
H -4.886 0.466 -0.033 0.3108
H -4.581 -0.824 -1.194 0.3017
H -4.876 -1.222 0.507 0.3569
H 3.728 -1.488 0.157 0.2897
H 3.325 -3.209 0.271 0.3751
H 3.306 -2.397 -1.298 0.3380
H -2.771 -0.039 1.147 0.2749
H -2.472 -1.406 0.052 0.1583
H 0.989 -2.723 -0.420 0.2666
H 1.405 -1.794 1.023 0.2908
H -2.231 0.171 -1.696 0.1881
H 1.525 -0.723 -1.697 0.2294